Entry from the OMol25 dataset: a cluster of 5 separate species, C30H30O10 in total at a distorted geometry (ωB97M-V/def2-TZVPD).

Values from the calculation:
Frontier orbital gap: 0.2970 Ha
HOMO energy: -7.82 eV
Relative energy (zero: lowest compared OMol25 entry of this formula, charge and spin): 239.0 kJ/mol
SMILES: Oc1ccc(O)cc1.Oc1ccc(O)cc1.Oc1ccc(O)cc1.Oc1ccc(O)cc1.Oc1ccc(O)cc1

Each line ends with the Löwdin charge.
Cartesian coordinates (Å):
O (5.3284, 2.6910, 0.0031)  0.059
C (4.7806, 2.3235, 1.1494)  -0.385
C (3.8275, 1.3163, 1.1890)  -0.033
C (3.3160, 0.8978, 2.3729)  -0.023
C (3.6854, 1.5426, 3.6130)  -0.261
O (2.9968, 1.2253, 4.7905)  0.018
C (4.6868, 2.5421, 3.5297)  -0.010
C (5.2458, 2.8964, 2.3026)  -0.029
H (5.6352, 3.5989, -0.0545)  0.113
H (3.6013, 0.8878, 0.2238)  0.121
H (2.5893, 0.1125, 2.2260)  0.109
H (2.5616, 0.3732, 4.7112)  0.093
H (5.0549, 2.9562, 4.4568)  0.110
H (6.0846, 3.5598, 2.1517)  0.117
O (-3.3396, 1.8454, 2.0380)  0.036
C (-3.0204, 3.1314, 2.1769)  -0.316
C (-3.9613, 4.1902, 1.8406)  0.031
C (-3.4444, 5.4967, 1.7570)  -0.039
C (-2.1582, 5.7002, 2.0660)  -0.337
O (-1.8387, 7.0495, 2.1570)  0.019
C (-1.2733, 4.7237, 2.5103)  -0.028
C (-1.6696, 3.4047, 2.5163)  -0.023
H (-2.6579, 1.2871, 1.6571)  0.106
H (-4.9831, 4.0362, 1.5267)  0.106
H (-4.1041, 6.2494, 1.3512)  0.122
H (-0.9357, 7.2552, 2.4096)  0.095
H (-0.2853, 4.9186, 2.9004)  0.113
H (-0.9908, 2.5681, 2.5927)  0.112
O (-4.0000, -10.7840, 5.8043)  0.031
C (-3.7005, -9.4252, 5.5901)  -0.318
C (-2.9128, -8.7112, 6.4416)  -0.012
C (-2.5268, -7.4060, 6.1425)  0.000
C (-3.1046, -6.8145, 5.0170)  -0.291
O (-2.7020, -5.5091, 4.6145)  0.012
C (-3.8913, -7.5383, 4.1892)  -0.033
C (-4.1515, -8.8318, 4.4724)  -0.049
H (-4.5176, -11.1592, 5.0882)  0.090
H (-2.6442, -9.1995, 7.3667)  0.121
H (-1.8524, -6.7524, 6.6759)  0.113
H (-2.0866, -5.1040, 5.2298)  0.085
H (-4.3271, -7.0904, 3.3083)  0.127
H (-4.8599, -9.4014, 3.8892)  0.124
O (-2.1736, -1.8897, -5.1135)  0.051
C (-2.1972, -1.7202, -3.7706)  -0.354
C (-1.4741, -0.7182, -3.1606)  -0.014
C (-1.0789, -0.8437, -1.8454)  -0.014
C (-1.5586, -1.8878, -1.1021)  -0.326
O (-1.1979, -1.9312, 0.2640)  0.018
C (-2.3502, -2.8385, -1.6274)  -0.024
C (-2.6100, -2.7837, -2.9997)  -0.008
H (-2.2233, -1.0493, -5.5749)  0.107
H (-1.1634, 0.1045, -3.7875)  0.117
H (-0.3896, -0.1475, -1.3909)  0.121
H (-1.5604, -2.7406, 0.6316)  0.087
H (-2.8036, -3.6348, -1.0558)  0.119
H (-2.9100, -3.6237, -3.6087)  0.121
O (1.1594, 2.2582, -7.8820)  0.033
C (2.3617, 2.8781, -7.6941)  -0.366
C (3.1849, 2.4201, -6.7202)  -0.022
C (4.3631, 3.0885, -6.2656)  0.019
C (4.5812, 4.2991, -6.9708)  -0.354
O (5.5771, 5.0782, -6.5680)  0.047
C (3.7688, 4.8326, -7.9902)  0.007
C (2.6371, 4.0741, -8.2964)  -0.029
H (0.6730, 2.3609, -8.7032)  0.105
H (2.9033, 1.5780, -6.1053)  0.114
H (5.0391, 2.7275, -5.5046)  0.108
H (6.1579, 4.6704, -5.9215)  0.106
H (3.9787, 5.8152, -8.3861)  0.116
H (1.8508, 4.5708, -8.8454)  0.116

Cartesian forces (eV/Å) of the 6 atoms listed first:
0.45 -0.14 -2.87
-0.16 0.16 1.53
1.18 0.69 -1.21
-0.17 0.55 1.51
-0.56 -0.54 -1.81
1.19 0.78 -0.50

Entry from the OMol25 dataset: a cluster of 11 separate species, C41H85FO20S5 in total at a distorted geometry (ωB97M-V/def2-TZVPD).

Values from the calculation:
Frontier orbital gap: 0.3384 Ha
HOMO energy: -8.94 eV
SMILES: CCOS(C)(=O)=O.CCOS(C)(=O)=O.CCOS(C)(=O)=O.CCOS(C)(=O)=O.CCOS(C)(=O)=O.Fc1ccccc1.C1CCOC1.C1CCOC1.C1CCOC1.C1CCOC1.C1CCOC1

Each line ends with the Löwdin charge.
Cartesian coordinates (Å):
C (32.8415, -5.5869, -17.9946)  -0.060
C (33.6537, -6.1805, -19.1826)  -0.282
O (32.7896, -6.9747, -19.9978)  -0.281
S (33.2949, -7.4284, -21.5389)  0.694
C (34.4375, -8.8671, -21.0851)  -0.077
O (32.0808, -7.8546, -22.1920)  -0.285
O (34.1247, -6.3472, -22.0884)  -0.318
H (33.4846, -4.9426, -17.3950)  0.073
H (32.2635, -6.3011, -17.4081)  0.076
H (32.1611, -4.8064, -18.3352)  0.072
H (34.1268, -5.4004, -19.7791)  0.107
H (34.5112, -6.7448, -18.8162)  0.105
H (33.7952, -9.7299, -21.2614)  0.057
H (34.7177, -8.9003, -20.0322)  0.057
H (35.2623, -8.7555, -21.7890)  0.061
C (23.6230, 0.8358, 4.3266)  -0.061
C (24.2783, 0.7745, 2.9161)  -0.234
O (23.6778, -0.1494, 1.9536)  -0.278
S (24.5769, -0.7447, 0.7219)  0.667
C (25.2788, -2.3889, 1.4217)  -0.076
O (23.7443, -1.2023, -0.3721)  -0.303
O (25.6993, 0.1689, 0.4191)  -0.325
H (24.4821, 1.0139, 4.9735)  0.076
H (23.0380, -0.0156, 4.6743)  0.073
H (22.8151, 1.5579, 4.4444)  0.071
H (24.1215, 1.7847, 2.5381)  0.115
H (25.3521, 0.5891, 2.9446)  0.107
H (24.4632, -3.1105, 1.3757)  0.057
H (25.4080, -2.2551, 2.4957)  0.050
H (26.1577, -2.5550, 0.7986)  0.061
C (40.3855, -8.3626, -6.9195)  -0.089
C (39.1611, -8.5815, -6.0359)  -0.244
O (38.7220, -7.2391, -6.0266)  -0.310
S (37.4630, -6.8199, -6.9792)  0.699
C (37.1676, -4.9511, -6.5153)  -0.061
O (37.9562, -7.0019, -8.3201)  -0.301
O (36.2994, -7.6213, -6.5200)  -0.328
H (40.9908, -9.2683, -6.9546)  0.067
H (41.2498, -7.8502, -6.4970)  0.080
H (40.1609, -8.0730, -7.9461)  0.075
H (38.3888, -9.2476, -6.4207)  0.119
H (39.4321, -8.8819, -5.0238)  0.123
H (38.0165, -4.4808, -6.0190)  0.060
H (36.3282, -4.9834, -5.8208)  0.048
H (36.6596, -4.4164, -7.3179)  0.060
C (28.3324, 8.9707, -4.3179)  -0.076
C (28.2895, 8.3091, -5.6260)  -0.304
O (27.0225, 8.3555, -6.2947)  -0.278
S (26.8081, 7.5705, -7.7377)  0.663
C (26.1248, 6.0666, -6.9754)  -0.119
O (25.8097, 8.3064, -8.4932)  -0.277
O (28.0961, 7.1808, -8.2861)  -0.301
H (28.0510, 10.0200, -4.4067)  0.084
H (29.3124, 8.8898, -3.8476)  0.090
H (27.5798, 8.6554, -3.5952)  0.083
H (29.0453, 8.6614, -6.3280)  0.120
H (28.5126, 7.2436, -5.5712)  0.111
H (25.7189, 5.3520, -7.6914)  0.068
H (25.2618, 6.4347, -6.4205)  0.067
H (26.8669, 5.5006, -6.4124)  0.069
C (27.1909, -5.7180, -9.1018)  -0.066
C (28.4368, -4.8232, -9.3579)  -0.285
O (27.9429, -3.6195, -9.8747)  -0.240
S (28.2868, -2.3370, -8.9556)  0.616
C (27.3378, -2.5852, -7.4323)  -0.108
O (29.6568, -2.3586, -8.5262)  -0.294
O (27.8019, -1.1821, -9.6931)  -0.283
H (27.3739, -6.7525, -8.8112)  0.076
H (26.4773, -5.6629, -9.9239)  0.082
H (26.6629, -5.4123, -8.1986)  0.058
H (29.0188, -4.7016, -8.4444)  0.109
H (29.0050, -5.3875, -10.0973)  0.123
H (27.7400, -3.4211, -6.8598)  0.068
H (26.3449, -2.7753, -7.8397)  0.069
H (27.3674, -1.6543, -6.8660)  0.075
F (29.5979, 3.6726, -19.5454)  0.061
C (29.1245, 2.8422, -18.6065)  -0.285
C (29.3348, 3.1455, -17.2674)  -0.023
C (28.5901, 2.4025, -16.3778)  -0.066
C (27.7795, 1.2995, -16.8119)  -0.099
C (27.7364, 0.8886, -18.1037)  -0.100
C (28.3480, 1.7427, -18.9977)  -0.025
H (29.9327, 4.0198, -17.0566)  0.117
H (28.5618, 2.8039, -15.3756)  0.101
H (27.1434, 0.7911, -16.1025)  0.097
H (27.0392, 0.1102, -18.3767)  0.109
H (28.1818, 1.6574, -20.0614)  0.112
C (30.2956, -16.2444, -8.7723)  -0.173
C (28.9251, -15.6527, -8.8756)  -0.218
C (28.9909, -14.2065, -8.4272)  -0.225
O (30.3230, -14.0697, -7.9654)  -0.147
C (30.7608, -15.4515, -7.5503)  -0.143
H (30.8925, -16.1421, -9.6785)  0.116
H (30.3102, -17.3071, -8.5302)  0.110
H (28.2018, -16.1621, -8.2388)  0.107
H (28.4067, -15.7063, -9.8329)  0.108
H (28.2548, -14.1197, -7.6280)  0.115
H (28.8383, -13.6042, -9.3227)  0.120
H (30.3020, -15.7832, -6.6188)  0.115
H (31.8284, -15.5357, -7.3472)  0.114
C (20.2512, -4.4553, -16.0536)  -0.172
C (20.8521, -3.5899, -14.8941)  -0.208
C (20.7805, -4.5380, -13.7575)  -0.188
O (19.6649, -5.4506, -14.1331)  -0.159
C (19.1388, -5.2390, -15.4438)  -0.197
H (21.1383, -5.0202, -16.3397)  0.114
H (19.8250, -3.8377, -16.8443)  0.109
H (20.2382, -2.7068, -14.7169)  0.101
H (21.7853, -3.0282, -14.8525)  0.114
H (20.6590, -3.8617, -12.9113)  0.116
H (21.8014, -4.9185, -13.7244)  0.113
H (18.3429, -4.5172, -15.2605)  0.127
H (19.0581, -6.2357, -15.8777)  0.131
C (21.8999, -12.6160, -7.6390)  -0.147
C (22.2880, -12.1496, -9.0421)  -0.193
C (21.0070, -11.9645, -9.9173)  -0.143
O (19.9096, -12.2884, -8.9431)  -0.154
C (20.5131, -11.9645, -7.6656)  -0.222
H (22.5635, -12.1629, -6.9025)  0.107
H (22.0072, -13.6980, -7.5619)  0.112
H (23.0193, -12.8047, -9.5157)  0.099
H (22.8348, -11.2070, -9.0209)  0.102
H (21.0350, -12.5142, -10.8581)  0.104
H (20.8628, -10.9570, -10.3075)  0.103
H (19.8045, -12.4042, -6.9637)  0.112
H (20.3759, -10.9106, -7.4238)  0.120
C (32.3097, 0.4155, -1.7788)  -0.148
C (32.9966, 1.6298, -2.4085)  -0.187
C (33.5420, 2.3806, -1.2489)  -0.222
O (33.1541, 1.7112, -0.0408)  -0.158
C (32.0127, 0.9065, -0.3206)  -0.179
H (32.9693, -0.4493, -1.7065)  0.105
H (31.5210, 0.1228, -2.4720)  0.104
H (32.1997, 2.2683, -2.7897)  0.108
H (33.6775, 1.3943, -3.2265)  0.115
H (33.1050, 3.3757, -1.1657)  0.114
H (34.6253, 2.4946, -1.2891)  0.118
H (31.1086, 1.4929, -0.1564)  0.115
H (32.1694, 0.1226, 0.4204)  0.116
C (24.7978, -10.3706, -16.0816)  -0.145
C (25.6494, -9.4631, -17.0385)  -0.150
C (26.9914, -10.1694, -17.1746)  -0.232
O (26.5767, -11.4800, -17.0577)  -0.135
C (25.6767, -11.6415, -16.0137)  -0.218
H (23.7573, -10.5397, -16.3590)  0.100
H (24.6893, -9.9966, -15.0636)  0.094
H (25.8045, -8.4801, -16.5937)  0.103
H (25.1322, -9.4698, -17.9980)  0.109
H (27.7416, -9.8221, -16.4642)  0.118
H (27.3869, -9.9695, -18.1705)  0.123
H (26.0929, -11.8968, -15.0391)  0.117
H (25.0159, -12.4418, -16.3467)  0.116

Cartesian forces (eV/Å) of the 6 atoms listed first:
0.25 0.71 -1.07
0.06 0.70 0.73
0.17 -0.61 -1.70
0.83 1.33 1.72
-1.59 0.78 -0.81
1.43 0.13 0.61

Entry from the OMol25 dataset: a structure of composition C26H28MoN2O5S3SiTe (ωB97M-V/def2-TZVPD).

Values from the calculation:
Frontier orbital gap (spin up / spin down): 0.2522 / 0.2225 Ha
Expectation value of S²: 2.017
Spin multiplicity: 3
HOMO energy (spin up / spin down): -7.23 / -6.66 eV
Relative energy (zero: lowest compared OMol25 entry of this formula, charge and spin): 19.4 kJ/mol

Each line ends with the Löwdin charge.
Cartesian coordinates (Å):
Mo (-0.8113, 0.4430, -0.0098)  1.039
O (0.4801, -1.1866, 2.5201)  -0.334
S (-0.0926, -0.0488, 3.1792)  0.583
O (0.7054, 0.6380, 4.1611)  -0.292
N (-0.5910, 0.9762, 2.0198)  -0.286
C (-0.9686, 2.2768, 2.3997)  -0.257
C (-1.1530, 2.7846, 3.6659)  -0.009
C (-1.5344, 4.1299, 3.8571)  -0.058
C (-1.7342, 4.9803, 2.8116)  -0.044
C (-1.5715, 4.4896, 1.4948)  -0.154
C (-1.7834, 5.2892, 0.3517)  0.000
C (-1.6447, 4.7473, -0.8914)  -0.033
C (-1.2924, 3.3909, -0.9962)  -0.139
N (-1.0733, 2.6085, 0.0430)  -0.064
C (-1.2018, 3.1462, 1.3008)  -0.151
C (-1.5782, -0.5545, 4.0029)  -0.275
C (-1.4239, -1.1406, 5.2558)  -0.055
C (-2.5422, -1.5826, 5.9422)  -0.074
C (-3.8061, -1.4274, 5.3862)  -0.081
C (-3.9503, -0.8348, 4.1421)  -0.067
C (-2.8343, -0.3981, 3.4411)  -0.067
H (-0.9870, 2.1719, 4.5365)  0.102
H (-1.6632, 4.4834, 4.8721)  0.110
H (-2.0248, 6.0112, 2.9650)  0.111
H (-2.0640, 6.3279, 0.4798)  0.122
H (-1.8028, 5.3203, -1.7936)  0.111
H (-1.1940, 2.9347, -1.9696)  0.063
H (-0.4366, -1.2406, 5.6865)  0.117
H (-2.4287, -2.0452, 6.9139)  0.105
H (-4.6791, -1.7693, 5.9271)  0.103
H (-4.9345, -0.7148, 3.7085)  0.106
H (-2.9428, 0.0517, 2.4644)  0.096
C (-0.3763, 1.4865, -3.8798)  -0.399
Te (0.7455, 0.6796, -2.2551)  1.408
C (1.7770, 2.5420, -2.3073)  -0.401
C (1.5586, 3.0702, -3.7048)  -0.290
C (2.3849, 4.0520, -4.2435)  -0.040
C (2.1634, 4.5351, -5.5223)  -0.082
C (1.1104, 4.0359, -6.2779)  -0.082
C (0.2871, 3.0552, -5.7508)  -0.040
C (0.5019, 2.5658, -4.4652)  -0.290
H (-1.3415, 1.8603, -3.5384)  0.053
H (-0.5697, 0.6769, -4.5813)  0.061
H (2.8268, 2.3913, -2.0674)  0.060
H (1.3447, 3.1998, -1.5536)  0.048
H (3.2101, 4.4360, -3.6557)  0.116
H (2.8162, 5.2938, -5.9339)  0.103
H (0.9391, 4.4031, -7.2813)  0.103
H (-0.5272, 2.6555, -6.3434)  0.116
C (0.4878, -5.5837, -1.5287)  -0.201
Si (0.9332, -3.8612, -2.0514)  0.234
C (2.7698, -3.6669, -2.3035)  -0.211
C (-0.0289, -3.3206, -3.5420)  -0.196
H (0.7316, -6.2978, -2.3199)  0.037
H (-0.5808, -5.6443, -1.3207)  0.030
H (1.0303, -5.8685, -0.6262)  0.037
H (3.1825, -4.5406, -2.8128)  0.035
H (3.3032, -3.5564, -1.3580)  0.030
H (2.9749, -2.7851, -2.9141)  0.030
H (0.2746, -3.9604, -4.3770)  0.041
H (0.1932, -2.2867, -3.8075)  0.012
H (-1.1036, -3.4267, -3.3989)  0.032
O (-1.8186, -1.5136, 0.6648)  -0.479
S (-1.4694, -2.1915, -0.6045)  0.161
O (-2.1455, -3.4033, -0.9321)  -0.311
O (-1.5761, -1.0915, -1.6256)  -0.575
S (0.5816, -2.5255, -0.3462)  0.519

Cartesian forces (eV/Å) of the 6 atoms listed first:
-0.19 -0.41 0.49
-0.03 -0.01 -0.12
0.23 -0.06 -0.08
-0.01 -0.06 -0.01
-0.25 0.67 -0.15
0.06 -0.19 -0.13

Taking the records one at a time from the top gives calculated total energy values of -52067.6874; -141726.2359; -90167.3911 eV.